Entry 1:
Below is C4H6O2 as an isolated structure, with properties calculated with ωB97M-V/def2-TZVPD.

The value obtained for the HOMO energy is -0.333 Eh. Its energy relative to the best compared isomer or geometry (same formula, charge and spin) is 528.0 kJ/mol. The frontier orbital gap is 0.368 Eh. For the LUMO energy, the calculation gives 1.0 eV.

ORCA input file:
```
! RIJCOSX wB97M-V def2-TZVPD def2/J DEFGRID3
* xyz 0 1
O -0.320 -0.503 -1.798
C -0.143 0.055 -0.546
C 0.828 1.114 -0.291
C 0.806 -0.450 0.511
O -0.174 -0.494 1.511
C -1.207 -0.206 0.528
H 0.253 0.003 -2.390
H 1.683 0.423 0.514
H 0.490 1.778 0.516
H 1.422 -1.325 0.318
H -1.847 0.627 0.832
H -1.794 -1.105 0.326
*
```

=====

Entry 2:
Below is C12H35F4N5O12PbS4 as an isolated structure at a distorted geometry, with properties calculated with ωB97M-V/def2-TZVPD.

The value obtained for the HOMO energy (spin up / spin down) is -0.065 / -0.211 Eh. The frontier orbital gap (spin up / spin down) is 0.130 / 0.276 Eh. For the LUMO energy (spin up / spin down), the calculation gives 1.8 / 1.8 eV.

ORCA input file:
```
! RIJCOSX wB97M-V def2-TZVPD def2/J DEFGRID3
* xyz -1 2
Pb 0.229 0.077 0.253
N -1.374 1.666 -0.698
S -1.479 2.582 -1.928
O -1.276 3.980 -1.523
O -2.115 2.200 -3.215
F 0.067 2.335 -2.369
S -3.111 1.628 -0.601
O -3.857 0.616 -1.272
O -3.762 2.904 -0.232
F -3.081 0.884 0.828
N 2.596 0.665 0.085
S 3.696 0.975 1.083
O 4.124 2.353 1.278
O 4.666 -0.056 1.383
F 2.721 0.981 2.432
S 3.523 1.223 -1.227
O 4.608 0.418 -1.666
O 3.556 2.653 -1.417
F 2.467 0.893 -2.371
O -0.400 0.202 2.719
H -0.521 1.122 2.957
H 0.187 -0.144 3.391
C -1.090 -0.933 -3.302
C -0.284 -2.111 -2.567
C 0.140 -3.206 -3.543
O 0.599 -2.661 -4.821
C 0.870 -3.617 -5.815
N 0.740 -1.521 -1.775
H -1.870 -1.270 -3.984
H -0.422 -0.370 -3.953
H -1.589 -0.250 -2.614
H -0.887 -2.707 -1.881
H -0.670 -3.879 -3.828
H 0.999 -3.738 -3.134
H -0.007 -3.974 -6.354
H 1.536 -4.418 -5.493
H 1.332 -2.993 -6.580
H 1.503 -1.246 -2.377
H 1.161 -2.372 -1.431
C 0.610 4.951 1.034
C 0.344 3.713 1.915
C -1.048 3.711 2.628
O -1.009 2.637 3.628
C -2.169 2.570 4.467
N 0.536 2.596 1.061
H -0.267 5.076 0.399
H 1.548 5.004 0.481
H 0.550 5.774 1.746
H 1.088 3.738 2.712
H -1.945 3.648 2.011
H -1.196 4.663 3.137
H -2.078 1.678 5.087
H -3.016 2.330 3.825
H -2.377 3.426 5.109
H 1.326 2.552 0.433
H -0.242 2.512 0.422
C 1.090 -4.150 2.476
C 0.546 -3.100 1.516
C -0.893 -2.763 1.806
O -1.423 -1.828 0.881
C -2.517 -2.331 0.171
N 1.432 -1.840 1.513
H 0.975 -3.795 3.500
H 2.155 -4.354 2.362
H 0.493 -5.053 2.347
H 0.647 -3.411 0.477
H -0.925 -2.319 2.801
H -1.518 -3.626 2.034
H -2.780 -1.553 -0.546
H -3.336 -2.584 0.843
H -2.097 -3.205 -0.327
H 1.612 -1.533 2.459
H 2.359 -2.021 1.156
*
```

=====

Entry 3:
Below is a 2-piece molecular cluster, C47H49F5N3 overall at a distorted geometry, with properties calculated with ωB97M-V/def2-TZVPD.

The value obtained for the HOMO energy is -0.359 Eh. Its energy relative to the best compared isomer or geometry (same formula, charge and spin) is 147.9 kJ/mol. The frontier orbital gap is 0.182 Eh. For the LUMO energy, the calculation gives -4.8 eV.

ORCA input file:
```
! RIJCOSX wB97M-V def2-TZVPD def2/J DEFGRID3
* xyz 1 1
C 4.298 -2.401 1.270
C 3.271 -1.954 2.299
C 3.901 -1.776 3.678
C 2.060 -2.889 2.311
C 2.208 -4.162 2.866
C 1.131 -5.050 2.924
C -0.135 -4.604 2.545
C -0.320 -3.317 2.036
C -1.732 -2.775 1.826
C -2.685 -3.135 2.973
C -2.300 -3.211 0.485
C 0.809 -2.511 1.781
N 0.633 -1.163 1.293
N 0.847 -0.212 2.234
N 0.540 0.950 1.630
C 0.276 2.093 2.438
C 1.359 2.712 3.075
C 2.772 2.120 3.036
C 3.374 2.061 4.440
C 3.654 2.908 2.070
C 1.136 3.936 3.703
C -0.139 4.504 3.718
C -1.222 3.805 3.187
C -1.042 2.560 2.589
C -2.265 1.738 2.170
C -2.932 2.362 0.950
C -3.245 1.576 3.334
C 0.282 0.779 0.281
C 0.126 1.894 -0.624
C -0.397 1.657 -1.919
C -0.172 2.560 -2.958
C 0.111 3.880 -2.644
C 0.025 4.862 -3.781
F 0.474 6.104 -3.465
F 0.752 4.433 -4.868
F -1.270 5.013 -4.225
C 0.433 4.239 -1.334
C 0.500 3.246 -0.356
C 0.272 -0.585 0.043
C 0.159 -1.193 -1.227
H 3.830 -2.491 0.285
H 5.115 -1.675 1.198
H 4.710 -3.379 1.546
H 2.895 -0.975 1.997
H 3.152 -1.417 4.393
H 4.312 -2.722 4.051
H 4.706 -1.032 3.627
H 3.183 -4.446 3.271
H 1.269 -6.055 3.337
H -1.002 -5.255 2.684
H -1.633 -1.681 1.816
H -2.244 -2.860 3.938
H -3.622 -2.575 2.862
H -2.914 -4.209 2.985
H -1.682 -2.828 -0.332
H -2.315 -4.307 0.425
H -3.318 -2.829 0.339
H 2.670 1.087 2.676
H 2.707 1.510 5.114
H 4.347 1.557 4.421
H 3.500 3.072 4.848
H 3.197 2.943 1.073
H 3.775 3.940 2.430
H 4.639 2.437 1.978
H 1.982 4.443 4.168
H -0.289 5.491 4.157
H -2.235 4.208 3.255
H -1.904 0.736 1.901
H -2.198 2.537 0.155
H -3.710 1.702 0.550
H -3.380 3.329 1.215
H -2.726 1.217 4.229
H -3.721 2.532 3.582
H -4.029 0.854 3.084
H -0.937 0.726 -2.074
H -0.207 2.291 -4.016
H 0.659 5.275 -1.091
H 0.848 3.519 0.635
H 0.802 -0.747 -1.989
H -0.102 -2.247 -1.269
F 1.127 -3.452 -8.535
C 0.737 -2.864 -7.359
C 1.239 -1.603 -7.042
C 0.957 -1.082 -5.789
C 0.039 -1.728 -4.914
C -0.436 -0.952 -3.786
C -1.867 -0.779 -3.727
C -2.404 0.507 -4.004
C -3.746 0.781 -3.867
C -4.570 -0.261 -3.462
F -5.868 0.037 -3.165
C -4.130 -1.574 -3.317
C -2.764 -1.828 -3.399
C -0.466 -2.999 -5.295
C -0.147 -3.550 -6.536
H 1.868 -1.065 -7.740
H 1.368 -0.119 -5.481
H 0.132 -0.027 -3.665
H -1.741 1.295 -4.362
H -4.119 1.780 -4.052
H -4.828 -2.371 -3.086
H -2.365 -2.829 -3.193
H -1.134 -3.538 -4.620
H -0.562 -4.509 -6.839
*
```

=====

Entry 4:
Below is C34H25Cl5FeN5O4S as an isolated structure at a distorted geometry, with properties calculated with ωB97M-V/def2-TZVPD.

The value obtained for the HOMO energy (spin up / spin down) is -0.311 / -0.310 Eh. Its energy relative to the best compared isomer or geometry (same formula, charge and spin) is 67.6 kJ/mol. The frontier orbital gap (spin up / spin down) is 0.304 / 0.304 Eh. For the LUMO energy (spin up / spin down), the calculation gives -0.2 / -0.2 eV.

ORCA input file:
```
! RIJCOSX wB97M-V def2-TZVPD def2/J DEFGRID3
* xyz 0 2
Fe 0.833 0.032 1.628
O -0.809 -0.577 5.155
C -0.429 -0.697 3.994
O 0.552 -0.077 3.458
C -1.160 -1.610 3.060
C -1.946 -2.669 3.565
C -2.495 -3.538 2.681
C -2.264 -3.360 1.296
C -2.754 -4.274 0.331
C -2.517 -4.072 -0.996
C -1.772 -2.946 -1.414
C -1.280 -2.063 -0.499
C -1.508 -2.246 0.879
N -0.966 -1.366 1.792
H -2.068 -2.753 4.635
H -3.097 -4.375 3.017
H -3.301 -5.145 0.671
H -2.887 -4.775 -1.731
H -1.585 -2.789 -2.470
H -0.692 -1.217 -0.797
Cl 2.193 2.242 4.117
C 3.169 1.463 2.912
C 2.625 0.907 1.738
C 3.588 0.483 0.835
Cl 1.834 -1.901 1.292
C 4.956 0.469 1.065
Cl 6.032 -0.154 -0.136
C 5.441 0.965 2.259
Cl 7.132 0.972 2.571
C 4.545 1.496 3.174
Cl 5.157 2.202 4.621
C -3.462 0.811 4.184
N -2.571 1.192 3.091
C -1.417 1.853 3.103
S -0.544 1.950 1.595
N -0.925 2.480 4.154
C -1.377 2.517 5.543
H -4.060 -0.026 3.830
H -4.135 1.623 4.460
H -2.889 0.477 5.044
H -2.787 0.836 2.173
H 0.031 2.762 3.990
H -2.441 2.728 5.599
H -0.847 3.333 6.028
H -1.147 1.581 6.048
O 3.293 0.035 -0.455
C 2.122 0.172 -0.983
N 2.047 -0.021 -2.299
C 0.758 0.425 -2.784
C 0.069 0.713 -1.414
O -1.079 1.027 -1.294
N 1.012 0.526 -0.374
C 0.013 -0.639 -3.586
C 0.689 -1.735 -4.105
C 0.024 -2.668 -4.891
C -1.326 -2.511 -5.164
C -2.008 -1.421 -4.638
C -1.346 -0.489 -3.854
C 0.892 1.717 -3.606
C 2.030 1.934 -4.375
C 2.157 3.081 -5.144
C 1.142 4.026 -5.156
C 0.001 3.810 -4.399
C -0.127 2.663 -3.628
H 2.858 -0.231 -2.852
H 1.741 -1.884 -3.896
H 0.566 -3.517 -5.288
H -1.844 -3.234 -5.781
H -3.066 -1.296 -4.833
H -1.888 0.348 -3.438
H 2.833 1.208 -4.398
H 3.054 3.236 -5.731
H 1.241 4.924 -5.752
H -0.797 4.542 -4.398
H -1.015 2.516 -3.029
*
```

=====

Entry 5:
Below is an isolated ion of composition C11H26NO5P and charge -2 at a distorted geometry, with properties calculated with ωB97M-V/def2-TZVPD.

The value obtained for the HOMO energy is 0.029 Eh. The frontier orbital gap is 0.140 Eh. For the LUMO energy, the calculation gives 4.6 eV.

ORCA input file:
```
! RIJCOSX wB97M-V def2-TZVPD def2/J DEFGRID3
* xyz -2 1
C -3.249 -1.574 3.280
C -2.569 -0.365 2.483
O -3.294 0.062 1.317
C -3.472 -1.001 0.364
C -2.119 -1.675 -0.144
O -1.270 -0.674 -0.715
C 0.131 -1.092 -0.693
P 1.109 0.086 -1.890
C 1.167 1.436 -0.482
C -0.121 2.367 -0.453
C 0.092 3.701 0.473
N 1.427 3.782 1.114
O 2.664 -0.454 -1.321
C 2.931 -1.834 -1.494
C 3.375 -2.421 -0.052
C 1.992 1.345 -3.059
O 3.102 0.985 -3.577
O 1.475 2.590 -3.310
H -2.561 -1.817 4.151
H -3.396 -2.498 2.635
H -4.270 -1.304 3.709
H -1.466 -0.546 2.250
H -2.577 0.528 3.201
H -4.233 -1.777 0.739
H -3.976 -0.523 -0.547
H -2.401 -2.399 -0.987
H -1.538 -2.188 0.685
H 0.134 -2.150 -1.154
H 0.570 -1.152 0.354
H 1.048 -0.861 -2.985
H -0.171 0.595 -2.324
H 2.140 2.003 -0.667
H 1.259 0.945 0.542
H -0.431 2.654 -1.517
H -1.046 1.857 -0.008
H -0.077 4.625 -0.167
H -0.678 3.680 1.325
H 2.181 3.913 0.438
H 1.605 3.013 1.758
H 3.875 -1.914 -2.148
H 2.138 -2.450 -2.010
H 2.842 -1.767 0.718
H 3.163 -3.528 0.069
H 4.492 -2.205 0.098
*
```

=====

Entry 6:
Below is one molecule with the formula C4H9F2OP at a distorted geometry, with properties calculated with ωB97M-V/def2-TZVPD.

The value obtained for the HOMO energy is -0.361 Eh. Its energy relative to the best compared isomer or geometry (same formula, charge and spin) is 259.2 kJ/mol. The frontier orbital gap is 0.382 Eh. For the LUMO energy, the calculation gives 0.6 eV.

ORCA input file:
```
! RIJCOSX wB97M-V def2-TZVPD def2/J DEFGRID3
* xyz 0 1
C 0.319 -1.490 -0.227
C 0.195 0.298 1.495
C -0.103 0.943 -0.919
C 0.628 -0.042 0.035
O -1.503 1.131 -0.715
F 2.695 -0.336 -1.615
F 3.077 -0.974 0.634
P 2.478 0.335 -0.142
H 0.668 -1.905 0.691
H -0.786 -1.665 -0.262
H 0.726 -1.929 -1.055
H 0.200 -0.625 2.148
H -0.843 0.823 1.283
H 1.006 0.909 1.889
H -2.104 0.510 -1.183
H 0.427 1.953 -0.638
H -0.033 0.793 -2.055
*
```

=====

Entry 7:
Below is a 4-piece molecular cluster, C13H26O6S2 overall, with properties calculated with ωB97M-V/def2-TZVPD.

The value obtained for the HOMO energy is -0.345 Eh. Its energy relative to the best compared isomer or geometry (same formula, charge and spin) is 0.0 kJ/mol. The frontier orbital gap is 0.366 Eh. For the LUMO energy, the calculation gives 0.6 eV.

ORCA input file:
```
! RIJCOSX wB97M-V def2-TZVPD def2/J DEFGRID3
* xyz 0 1
O -1.003 -3.524 -0.653
S -1.586 -2.479 0.110
O -1.088 -2.211 1.419
C -3.349 -2.739 0.190
C -4.121 -1.571 -0.410
C -3.586 -0.242 0.112
S -3.756 -0.085 1.924
C -2.185 0.021 -0.427
O -1.448 -1.186 -0.777
H -3.508 -3.680 -0.329
H -3.578 -2.850 1.247
H -4.034 -1.604 -1.498
H -5.173 -1.657 -0.141
H -4.217 0.567 -0.253
H -2.565 -0.594 2.256
H -2.268 0.543 -1.377
H -1.606 0.651 0.246
C 1.544 0.321 0.547
C 1.305 1.807 0.453
O 0.183 2.262 0.393
C 2.521 2.695 0.436
H 0.593 -0.204 0.543
H 2.141 -0.013 -0.304
H 2.089 0.081 1.461
H 3.160 2.437 -0.410
H 3.106 2.554 1.345
H 2.226 3.738 0.362
C 4.607 5.153 4.195
C 3.914 5.637 2.943
O 4.140 5.145 1.862
C 2.924 6.763 3.110
H 5.292 4.346 3.948
H 5.160 5.973 4.656
H 3.869 4.801 4.918
H 3.420 7.638 3.536
H 2.130 6.464 3.797
H 2.493 7.021 2.146
C 0.161 -4.941 -5.014
C -1.256 -4.950 -4.489
O -2.168 -4.467 -5.120
C -1.466 -5.582 -3.137
H 0.190 -4.460 -5.988
H 0.810 -4.405 -4.319
H 0.535 -5.963 -5.098
H -0.874 -5.061 -2.384
H -1.154 -6.628 -3.159
H -2.519 -5.522 -2.869
*
```

=====

Entry 8:
Below is a 2-piece molecular cluster, C3H9NO overall at a distorted geometry, with properties calculated with ωB97M-V/def2-TZVPD.

The value obtained for the HOMO energy is -0.363 Eh. Its energy relative to the best compared isomer or geometry (same formula, charge and spin) is 209.9 kJ/mol. The frontier orbital gap is 0.400 Eh. For the LUMO energy, the calculation gives 1.0 eV.

ORCA input file:
```
! RIJCOSX wB97M-V def2-TZVPD def2/J DEFGRID3
* xyz 0 1
C -0.801 0.979 -1.469
C 0.218 0.568 -0.448
C 0.187 0.255 1.863
N -0.481 0.364 0.813
H -0.957 1.985 -1.443
H -0.517 0.646 -2.501
H -1.733 0.602 -1.190
H 0.903 1.419 -0.234
H 0.849 -0.228 -0.589
H 1.284 0.209 1.814
H -0.249 -0.079 2.736
H 1.031 -1.851 -0.017
H -0.333 -2.272 0.301
O 0.600 -2.597 0.363
*
```

=====

no.,E (a.u.)
1,-306.30519
2,-3839.77993
3,-2483.60784
4,-5848.36348
5,-1206.80241
6,-774.15216
7,-1758.73608
8,-249.63375